# 1
Here is a gas-phase ion, C5H12NO (charge -1) from the OMol25 dataset. Energies are from wB97M-V/def2-TZVPD.

Computed properties:
SMILES: NCCCCC[O-]
HOMO energy (eV): -2.16
Maximum force (eV/A): 3.0
Energy relative to the best compared isomer or geometry (same formula, charge and spin) (kJ/mol): 115.9
Orbital gap (hartree): 0.22471
Total charge: -1

Atoms and positions in Å:
N  0.40607  -3.09206  -0.59706
C  0.37786  -2.10264  0.50282
C  -0.11534  -0.70217  0.04770
C  1.08784  0.25492  0.04891
C  0.65840  1.68639  -0.24133
C  -0.90834  2.06233  -0.32242
O  -1.52727  2.08318  0.84578
H  -0.39497  -3.61044  -0.91099
H  0.91967  -2.77723  -1.40429
H  1.43377  -2.06986  0.76879
H  -0.12018  -2.63890  1.31091
H  -0.70974  -0.85707  -0.84052
H  -0.75417  -0.30220  0.84466
H  1.79860  -0.06741  -0.72173
H  1.63550  0.15588  0.97968
H  0.98860  2.07671  -1.21517
H  0.96280  2.46050  0.45082
H  -1.35706  1.40812  -1.11705
H  -0.78510  3.09917  -0.75369

# 2
Here is a gas-phase ion, C5H12NO (charge -1) from the OMol25 dataset. Energies are from wB97M-V/def2-TZVPD.

Computed properties:
SMILES: C[C@@H](N)CCC[O-]
HOMO energy (eV): -2.83
Maximum force (eV/A): 4.7
Energy relative to the best compared isomer or geometry (same formula, charge and spin) (kJ/mol): 213.9
Orbital gap (hartree): 0.25268
Total charge: -1

Atoms and positions in Å:
C  2.32684  1.46467  -0.70028
C  1.05338  0.52895  -0.06008
N  -0.09907  1.39345  0.03490
C  0.75185  -0.63785  -0.83597
C  -0.76046  -1.20340  -0.57217
C  -1.63846  -1.33876  0.81963
O  -1.73184  -0.23976  1.50117
H  3.20741  0.85197  -0.85422
H  2.44990  2.20187  0.16087
H  1.94604  2.06954  -1.50889
H  1.24645  0.32530  1.03353
H  -0.76789  0.85930  0.60763
H  -0.42457  1.85652  -0.86079
H  1.44972  -1.36937  -0.38807
H  0.83902  -0.33679  -1.87512
H  -1.25606  -0.88941  -1.49635
H  -0.69276  -2.25340  -0.63430
H  -1.24023  -2.40371  1.17912
H  -2.60772  -1.62956  0.47613

# 3
Here is a molecular structure, C5H12NO from the OMol25 dataset. Energies are from wB97M-V/def2-TZVPD.

Computed properties:
HOMO energy (eV): -2.38
Maximum force (eV/A): 6.2
Energy relative to the best compared isomer or geometry (same formula, charge and spin) (kJ/mol): 480.6
Orbital gap (hartree): 0.18213
Total charge: -1

Atoms and positions in Å:
C  3.03031  -1.10720  -0.84697
N  3.73449  -0.05049  -0.21924
C  -0.53165  0.73918  1.90430
C  -0.83366  1.13731  0.43825
C  -0.72490  0.11669  -0.73187
C  -2.08708  -0.69610  -0.98150
O  -3.19188  0.06238  -1.23535
H  3.26371  -2.14924  -0.46345
H  2.67111  -0.00587  -0.02880
H  2.10217  -0.94473  -1.36223
H  -0.50386  0.75577  -1.62181
H  0.60445  0.81895  2.01027
H  -1.06030  1.09691  2.78767
H  -0.68194  -0.35568  2.09214
H  -1.82110  1.67838  0.35927
H  -0.05034  1.94322  0.30101
H  0.12885  -0.45273  -0.40859
H  -1.86515  -1.24140  -1.96772
H  -2.18325  -1.34533  -0.02538

# 4
Here is a molecular structure, C5H12NO from the OMol25 dataset. Energies are from wB97M-V/def2-TZVPD.

Computed properties:
HOMO energy (spin up / spin down) (eV): -9.23 / -9.49
Maximum force (eV/A): 4.8
Energy relative to the best compared isomer or geometry (same formula, charge and spin) (kJ/mol): 367.2
Orbital gap (spin up / spin down) (hartree): 0.37054 / 0.32770
2S+1: 2

Atoms and positions in Å:
C  3.18463  0.97484  0.02597
C  1.76798  0.31135  0.17744
N  1.44512  -0.57742  -0.88777
C  -0.70352  -1.11039  0.41513
C  0.40878  -1.53797  -0.53878
C  -1.76008  -0.17112  -0.19579
O  -2.84021  0.05717  0.34939
H  3.16651  2.04820  0.08770
H  3.39338  0.77700  -1.03803
H  3.85536  0.35627  0.61345
H  1.70797  -0.22784  1.15301
H  1.01632  1.06317  0.43791
H  -5.65939  2.26619  0.21618
H  -1.35310  -1.70911  1.03596
H  -0.79585  0.04553  0.70637
H  -6.03526  1.63617  0.13681
H  -0.01542  -1.94816  -1.44117
H  -1.67112  0.16063  -1.24991
H  0.88788  -2.41451  -0.00388

# 5
Here is 2 unconnected molecules or ions with the total composition C5H12NO from the OMol25 dataset. Energies are from wB97M-V/def2-TZVPD.

Computed properties:
HOMO energy (eV): -13.38
Maximum force (eV/A): 0.5
Energy relative to the best compared isomer or geometry (same formula, charge and spin) (kJ/mol): 114.5
Orbital gap (hartree): 0.37269
Total charge: +1

Atoms and positions in Å:
C  -0.02132  -1.43306  -1.29521
C  -0.06315  0.02077  -1.60526
C  0.56715  0.69030  -2.55003
N  -0.89238  0.80152  -0.63745
H  0.58678  -1.92911  -2.04334
H  0.40093  -1.61187  -0.30537
H  -1.01549  -1.88086  -1.32052
H  0.46381  1.75815  -2.65507
H  1.18678  0.15864  -3.25417
H  -0.40725  0.85004  0.28648
H  -1.80997  0.37400  -0.50921
H  -1.03594  1.76881  -0.95212
C  0.50718  1.06010  2.24817
C  0.00695  -0.15606  2.46067
O  0.70076  -1.28283  2.18654
H  -0.09793  1.93068  2.44857
H  1.53241  1.17592  1.92444
H  -1.00865  -0.28008  2.83550
H  0.39935  -2.01507  2.73738

# 6
Here is 2 unconnected molecules or ions with the total composition C5H12NO from the OMol25 dataset. Energies are from wB97M-V/def2-TZVPD.

Computed properties:
HOMO energy (eV): -14.62
Maximum force (eV/A): 4.7
Energy relative to the best compared isomer or geometry (same formula, charge and spin) (kJ/mol): 269.9
Orbital gap (hartree): 0.37258
Total charge: +1

Atoms and positions in Å:
C  0.30325  1.84463  0.90455
C  -0.60388  0.91063  0.31286
C  0.99869  -0.22457  -1.18967
C  -1.48492  -0.71890  -1.10112
C  0.64672  -1.44909  1.31297
N  -0.29518  0.00183  -0.59430
O  0.20255  -0.47388  1.88347
H  0.12887  2.87372  0.42189
H  1.33114  1.49492  0.97443
H  -1.71279  0.76956  0.62212
H  1.67444  0.67240  -1.03792
H  1.56207  -1.05024  -0.72811
H  0.97179  -0.36032  -2.27851
H  -2.24427  -0.79404  -0.39786
H  -1.95899  0.08053  -1.80299
H  -1.21081  -1.61243  -1.69760
H  -0.01738  -2.08150  0.88510
H  1.64272  -1.80943  1.56720
H  0.06598  1.92619  1.94350

# 7
Here is a gas-phase ion, C5H12NO (charge +1) from the OMol25 dataset. Energies are from wB97M-V/def2-TZVPD.

Computed properties:
SMILES: CCC[C@H]([NH3+])C=O
HOMO energy (eV): -14.92
Maximum force (eV/A): 6.2
Energy relative to the best compared isomer or geometry (same formula, charge and spin) (kJ/mol): 233.7
Orbital gap (hartree): 0.41648
Total charge: +1

Atoms and positions in Å:
C  -1.11738  -1.72270  -0.96967
C  0.28656  -1.14394  -0.48729
C  0.67477  0.26643  -0.85049
C  0.54728  1.20200  0.26067
N  0.78242  0.71667  1.75470
C  -0.96601  1.51791  0.34889
O  -1.65659  1.02331  1.15390
H  -1.63731  -0.91263  -1.52927
H  -1.61682  -1.97306  -0.17894
H  -0.96576  -2.53681  -1.60080
H  1.01762  -1.75185  -1.11603
H  0.51999  -1.36136  0.58129
H  1.64829  0.10787  -1.40328
H  0.08171  0.74061  -1.62130
H  1.14232  2.15222  0.02056
H  -0.05770  1.01031  2.16331
H  0.77278  -0.33764  1.82714
H  1.75826  0.83450  2.21631
H  -1.21442  2.16816  -0.56970

# 8
Here is 2 unconnected molecules or ions with the total composition C5H12NO from the OMol25 dataset. Energies are from wB97M-V/def2-TZVPD.

Computed properties:
HOMO energy (eV): -11.90
Maximum force (eV/A): 1.9
Energy relative to the best compared isomer or geometry (same formula, charge and spin) (kJ/mol): 380.8
Orbital gap (hartree): 0.16930
Total charge: +1

Atoms and positions in Å:
C  -0.72975  1.37345  0.41868
O  -1.53138  0.20269  0.32007
C  0.13479  1.51244  -0.74775
C  0.91869  0.44608  -1.29338
C  2.10710  0.31184  -0.29004
C  3.37182  0.31505  -0.64998
N  -2.96125  -2.83432  1.66925
H  -1.38063  2.23281  0.58056
H  -0.10362  1.19841  1.30667
H  -2.09637  0.28215  -0.45841
H  0.37359  2.50256  -1.12248
H  1.38410  0.75808  -2.22932
H  0.43443  -0.52669  -1.39990
H  1.80270  0.35809  0.74918
H  3.66452  0.28198  -1.68184
H  4.14953  0.29351  0.08215
H  -3.24079  -1.93200  1.34637
H  -3.51171  -3.22647  2.41137
H  -2.78576  -3.54964  0.98879

# 9
Here is a gas-phase ion, C5H12NO (charge +1) from the OMol25 dataset. Energies are from wB97M-V/def2-TZVPD.

Computed properties:
HOMO energy (spin up / spin down) (eV): -14.19 / -14.86
Maximum force (eV/A): 4.3
Energy relative to the best compared isomer or geometry (same formula, charge and spin) (kJ/mol): 577.3
Orbital gap (spin up / spin down) (hartree): 0.27698 / 0.34377
Total charge: +1

Atoms and positions in Å:
C  -3.34145  0.10786  -0.12599
C  0.62488  -1.92355  0.27391
C  1.19052  1.78701  0.25180
C  1.05695  -0.62551  -0.34963
C  0.41984  0.50804  0.45376
N  -0.85890  0.59068  -0.17284
O  -2.00916  0.19114  0.50018
H  -4.03977  -0.43331  0.48940
H  -3.67234  0.31751  -1.17620
H  0.81284  -1.96122  1.36244
H  -0.45136  -2.15826  0.04327
H  1.13436  -2.74639  -0.07529
H  1.23794  2.26711  -0.67073
H  0.79904  2.63681  0.81126
H  2.16682  1.76776  0.54906
H  2.16858  -0.66519  -0.36185
H  0.81676  -0.44260  -1.39753
H  0.31872  0.11054  1.54316
H  -0.93372  0.67603  -1.17000

# 10
Here is 2 unconnected molecules or ions with the total composition C5H12NO from the OMol25 dataset. Energies are from wB97M-V/def2-TZVPD.

Computed properties:
HOMO energy (eV): -14.51
Maximum force (eV/A): 5.1
Energy relative to the best compared isomer or geometry (same formula, charge and spin) (kJ/mol): 252.7
Orbital gap (hartree): 0.38445
Total charge: +1

Atoms and positions in Å:
C  -0.09297  2.11765  -0.08953
C  -1.75661  -0.28200  1.58307
C  -1.40776  -1.11213  -0.88702
C  2.68397  -0.26652  -0.68909
C  -1.21731  -0.10664  0.17088
N  -0.57586  0.99553  0.08923
O  1.55850  -0.40747  0.27229
H  -0.84503  2.85401  -0.52768
H  0.90724  2.48774  0.13877
H  -1.71481  -1.26180  1.91654
H  -1.13178  0.37890  2.07171
H  -2.79693  0.04991  1.38275
H  -0.84872  -1.97389  -0.70734
H  -1.14514  -0.68807  -1.90234
H  -2.50625  -1.24501  -0.85099
H  3.27252  -1.27147  -0.82701
H  3.23925  0.55001  -0.44052
H  2.31938  -0.16945  -1.74411
H  2.05834  -0.64930  1.04037

# 11
Here is a gas-phase ion, C5H12NO (charge +1) from the OMol25 dataset. Energies are from wB97M-V/def2-TZVPD.

Computed properties:
SMILES: C=C[C@](C)(O)[NH2+]C
HOMO energy (eV): -14.52
Maximum force (eV/A): 2.7
Energy relative to the best compared isomer or geometry (same formula, charge and spin) (kJ/mol): 57.8
Orbital gap (hartree): 0.41290
Total charge: +1

Atoms and positions in Å:
C  -1.81199  1.40496  0.01788
C  -1.02791  0.55346  -0.61699
C  -0.17146  -0.47659  0.07473
C  -0.51433  -1.89259  -0.34052
O  -0.21284  -0.28723  1.56581
N  1.28739  -0.19700  -0.22333
C  1.70872  1.16797  0.16568
H  -2.42157  2.11188  -0.51542
H  -1.86723  1.42858  1.09299
H  -0.97757  0.52626  -1.69588
H  0.10694  -2.62487  0.17194
H  -1.55701  -2.09881  -0.10757
H  -0.39399  -2.01213  -1.41589
H  -0.86385  -0.89107  1.93723
H  1.45959  -0.34532  -1.22312
H  1.84301  -0.87529  0.31232
H  1.42125  1.33567  1.20461
H  2.78703  1.26899  0.05919
H  1.20583  1.90311  -0.46364

# 12
Here is a gas-phase ion, C5H12NO (charge +1) from the OMol25 dataset. Energies are from wB97M-V/def2-TZVPD.

Computed properties:
SMILES: CC(C)[N@@+]1(C)CO1
HOMO energy (eV): -16.30
Maximum force (eV/A): 3.7
Energy relative to the best compared isomer or geometry (same formula, charge and spin) (kJ/mol): 409.1
Orbital gap (hartree): 0.49566
Total charge: +1

Atoms and positions in Å:
C  -1.52034  -0.62715  -0.63827
C  -0.88513  0.19921  0.44945
C  -1.03808  1.76864  0.49689
N  0.78128  -0.09593  0.10496
C  1.27818  -1.27311  0.77419
C  1.53010  0.18198  -1.14041
O  1.58780  1.03320  -0.02944
H  -0.99987  -0.60371  -1.50840
H  -1.52893  -1.61760  -0.28704
H  -2.51155  -0.23775  -0.83175
H  -1.04354  -0.29961  1.39568
H  -1.29603  2.19952  -0.42783
H  -0.15737  2.28026  0.84216
H  -1.76188  1.72338  1.31329
H  2.34064  -1.41769  0.80117
H  0.93716  -1.13193  1.80598
H  0.89962  -2.09931  0.25378
H  2.42068  -0.31744  -1.34396
H  0.96725  0.33502  -2.03046

# 13
Here is a molecular structure, C5H12NO from the OMol25 dataset. Energies are from wB97M-V/def2-TZVPD.

Computed properties:
HOMO energy (eV): -13.07
Maximum force (eV/A): 6.0
Energy relative to the best compared isomer or geometry (same formula, charge and spin) (kJ/mol): 851.0
Orbital gap (hartree): 0.21174
Total charge: +1

Atoms and positions in Å:
C  0.57222  -3.13322  -0.66334
O  1.80778  -2.85632  -0.45384
C  0.51370  -0.58739  0.91009
C  0.80309  0.33979  -0.06616
C  -0.29987  1.98170  0.02522
C  -1.71756  1.63313  0.50770
N  -0.36215  2.33904  -1.20074
H  0.32221  -3.10266  -1.73007
H  -0.01100  -3.85474  -0.07752
H  0.25534  3.12859  -1.40154
H  -0.35565  -1.22777  0.91593
H  1.11391  -0.49164  1.81046
H  1.74665  0.78583  -0.31732
H  0.37484  0.05295  -1.02538
H  -2.38973  1.65090  -0.34405
H  -2.02211  2.32461  1.28722
H  0.26002  2.61469  0.71778
H  -1.73283  0.60713  0.88943
H  1.12114  -2.20462  0.21614